{"formula": "C74H170N10O14", "method": "wB97M-V/def2-TZVPD", "homo_ev": -8.41, "spin_multiplicity": 1, "gap_ev": 8.720, "lumo_ha": 0.011, "charge": 0, "energy_ev": -123048.8830, "smiles": "CC1(C)CCCC(C)(C)N1O.CC1(C)CCCC(C)(C)N1O.CC1(C)CCCC(C)(C)N1O.CC1(C)CCCC(C)(C)N1O.CC1(C)CCCC(C)(C)N1O.CC1(C)CCCC(C)(C)N1O.COC[C@H](C)N.COC[C@H](C)N.COC[C@H](C)N.COC[C@H](C)N.OCCO.OCCO", "elements": ["C", "C", "C", "C", "C", "C", "N", "O", "C", "C", "C", "H", "H", "H", "H", "H", "H", "H", "H", "H", "H", "H", "H", "H", "H", "H", "H", "H", "H", "H", "C", "C", "C", "C", "C", "C", "N", "O", "C", "C", "C", "H", "H", "H", "H", "H", "H", "H", "H", "H", "H", "H", "H", "H", "H", "H", "H", "H", "H", "H", "C", "C", "C", "C", "C", "C", "N", "O", "C", "C", "C", "H", "H", "H", "H", "H", "H", "H", "H", "H", "H", "H", "H", "H", "H", "H", "H", "H", "H", "H", "C", "C", "C", "C", "C", "C", "N", "O", "C", "C", "C", "H", "H", "H", "H", "H", "H", "H", "H", "H", "H", "H", "H", "H", "H", "H", "H", "H", "H", "H", "C", "C", "C", "C", "C", "C", "N", "O", "C", "C", "C", "H", "H", "H", "H", "H", "H", "H", "H", "H", "H", "H", "H", "H", "H", "H", "H", "H", "H", "H", "C", "C", "C", "C", "C", "C", "N", "O", "C", "C", "C", "H", "H", "H", "H", "H", "H", "H", "H", "H", "H", "H", "H", "H", "H", "H", "H", "H", "H", "H", "C", "C", "O", "O", "H", "H", "H", "H", "H", "H", "C", "C", "O", "O", "H", "H", "H", "H", "H", "H", "C", "C", "C", "O", "C", "N", "H", "H", "H", "H", "H", "H", "H", "H", "H", "H", "H", "C", "C", "C", "O", "C", "N", "H", "H", "H", "H", "H", "H", "H", "H", "H", "H", "H", "C", "C", "C", "O", "C", "N", "H", "H", "H", "H", "H", "H", "H", "H", "H", "H", "H", "C", "C", "C", "O", "C", "N", "H", "H", "H", "H", "H", "H", "H", "H", "H", "H", "H"], "coordinates": [[3.905, -3.508, -4.526], [3.852, -3.424, -3.009], [3.218, -4.652, -2.345], [4.051, -5.918, -2.460], [5.510, -5.684, -1.883], [6.192, -4.464, -2.503], [5.242, -3.286, -2.496], [5.831, -2.196, -3.180], [7.363, -3.991, -1.722], [6.727, -4.828, -3.876], [3.085, -2.235, -2.574], [2.970, -3.636, -5.005], [4.618, -4.296, -4.777], [4.290, -2.584, -4.869], [3.143, -4.448, -1.308], [2.184, -4.849, -2.609], [4.188, -6.108, -3.500], [3.685, -6.794, -1.922], [6.216, -6.472, -1.940], [5.393, -5.512, -0.811], [8.131, -4.771, -1.865], [7.766, -3.068, -2.094], [7.214, -3.817, -0.639], [7.095, -4.001, -4.455], [7.512, -5.504, -3.693], [6.034, -5.465, -4.485], [2.915, -2.188, -1.427], [2.156, -2.270, -3.164], [3.595, -1.302, -2.817], [6.090, -1.637, -2.490], [-1.341, -4.806, -2.132], [-2.167, -3.532, -1.999], [-3.518, -3.624, -2.635], [-4.473, -4.608, -1.995], [-4.719, -4.262, -0.560], [-3.419, -3.912, 0.236], [-2.508, -3.116, -0.614], [-1.264, -3.000, 0.163], [-3.688, -3.065, 1.439], [-2.909, -5.256, 0.738], [-1.275, -2.503, -2.628], [-0.930, -4.743, -3.166], [-1.940, -5.704, -2.064], [-0.446, -4.809, -1.512], [-3.974, -2.636, -2.498], [-3.461, -3.835, -3.668], [-4.026, -5.583, -2.014], [-5.392, -4.695, -2.520], [-5.236, -5.022, 0.009], [-5.387, -3.412, -0.457], [-2.865, -3.171, 2.130], [-3.984, -2.071, 1.151], [-4.571, -3.495, 1.899], [-2.895, -5.944, -0.098], [-1.887, -5.154, 1.132], [-3.677, -5.685, 1.416], [-1.655, -1.490, -2.477], [-1.352, -2.664, -3.699], [-0.230, -2.629, -2.252], [-1.274, -2.042, 0.347], [-4.290, 1.531, 5.630], [-2.852, 2.079, 5.578], [-2.892, 3.296, 4.533], [-3.517, 4.526, 5.117], [-2.938, 4.896, 6.472], [-2.911, 3.767, 7.544], [-2.278, 2.608, 6.886], [-2.327, 1.537, 7.838], [-1.943, 4.147, 8.622], [-4.360, 3.537, 8.040], [-1.838, 1.044, 5.088], [-4.615, 0.996, 6.490], [-4.351, 0.897, 4.757], [-4.992, 2.301, 5.484], [-1.896, 3.476, 4.173], [-3.422, 2.938, 3.608], [-4.609, 4.319, 5.160], [-3.422, 5.393, 4.428], [-3.369, 5.774, 6.927], [-1.933, 5.246, 6.277], [-2.420, 4.989, 9.115], [-1.654, 3.315, 9.253], [-1.068, 4.591, 8.117], [-4.332, 2.436, 8.373], [-4.581, 4.228, 8.850], [-5.072, 3.787, 7.315], [-0.807, 1.385, 5.327], [-1.973, 0.976, 3.983], [-2.003, -0.004, 5.427], [-1.366, 1.311, 7.956], [-0.777, 5.311, 0.823], [0.566, 5.092, 0.178], [0.240, 4.404, -1.119], [1.387, 4.468, -2.133], [1.837, 5.898, -2.320], [2.257, 6.537, -1.043], [1.137, 6.417, -0.090], [1.440, 7.062, 1.124], [3.592, 5.974, -0.585], [2.414, 8.025, -1.214], [1.452, 4.098, 1.109], [-1.350, 6.001, 0.186], [-0.723, 5.673, 1.845], [-1.370, 4.378, 0.848], [-0.223, 3.411, -1.015], [-0.587, 4.943, -1.604], [1.151, 4.113, -3.178], [2.299, 3.857, -1.874], [0.941, 6.495, -2.699], [2.682, 5.975, -3.008], [3.742, 4.875, -0.592], [4.343, 6.442, -1.240], [3.847, 6.268, 0.442], [3.089, 8.264, -2.063], [1.379, 8.339, -1.498], [2.812, 8.487, -0.283], [0.772, 3.424, 1.674], [1.957, 4.724, 1.884], [2.161, 3.612, 0.433], [0.745, 7.758, 1.131], [-0.170, -0.862, -6.917], [-0.413, 0.619, -7.189], [-0.800, 1.361, -5.867], [-0.762, 2.885, -5.991], [0.546, 3.377, -6.569], [1.028, 2.608, -7.784], [0.899, 1.121, -7.597], [1.135, 0.599, -8.876], [0.154, 3.076, -8.954], [2.485, 2.894, -8.031], [-1.575, 0.706, -8.171], [0.752, -0.984, -6.305], [-0.091, -1.504, -7.774], [-1.038, -1.173, -6.372], [-1.798, 0.982, -5.680], [-0.073, 1.032, -5.111], [-0.886, 3.229, -4.944], [-1.558, 3.155, -6.676], [1.319, 3.220, -5.811], [0.507, 4.462, -6.815], [-0.915, 2.893, -8.596], [0.218, 4.165, -9.048], [0.363, 2.569, -9.884], [2.925, 2.261, -8.762], [2.629, 3.878, -8.500], [2.970, 2.950, -7.087], [-1.243, 0.603, -9.189], [-2.075, 1.611, -8.089], [-2.293, -0.117, -8.004], [1.957, 0.117, -8.719], [-6.345, 0.579, 0.668], [-5.170, 1.120, -0.142], [-4.666, -0.027, -0.982], [-3.711, 0.450, -2.029], [-4.321, 1.556, -2.894], [-4.891, 2.703, -2.104], [-5.710, 2.060, -1.064], [-6.254, 3.106, -0.247], [-3.740, 3.530, -1.528], [-5.715, 3.593, -3.027], [-4.142, 1.707, 0.871], [-7.170, 0.226, 0.034], [-6.880, 1.273, 1.268], [-5.922, -0.151, 1.350], [-4.148, -0.815, -0.411], [-5.472, -0.528, -1.448], [-3.361, -0.407, -2.658], [-2.766, 0.830, -1.595], [-5.164, 1.075, -3.396], [-3.579, 1.831, -3.680], [-4.209, 4.374, -0.958], [-3.089, 2.907, -0.901], [-3.265, 4.035, -2.395], [-6.073, 4.530, -2.584], [-5.267, 3.754, -3.993], [-6.643, 2.998, -3.180], [-4.002, 0.917, 1.618], [-4.478, 2.623, 1.332], [-3.141, 1.711, 0.387], [-7.183, 2.917, -0.437], [4.661, -0.929, -7.404], [4.595, 0.152, -6.331], [3.317, 0.276, -5.710], [3.522, -0.871, -8.329], [4.682, -1.989, -6.992], [5.509, -0.767, -8.086], [4.953, 1.110, -6.719], [5.315, -0.141, -5.505], [2.602, 0.434, -6.320], [3.733, -1.359, -9.128], [5.270, -1.045, 0.132], [6.640, -0.444, 0.158], [7.142, -0.432, -1.151], [5.315, -2.405, 0.245], [4.822, -0.643, -0.839], [4.650, -0.674, 0.928], [7.363, -0.984, 0.730], [6.482, 0.502, 0.605], [7.758, 0.296, -1.233], [5.300, -2.698, -0.694], [-0.551, -3.110, 4.990], [-1.605, -2.542, 5.957], [-2.463, -3.803, 6.381], [-3.352, -3.474, 7.385], [-4.155, -4.421, 8.045], [-1.025, -1.820, 7.084], [-0.946, -3.952, 4.438], [0.281, -3.430, 5.611], [-0.126, -2.461, 4.188], [-2.301, -1.916, 5.372], [-1.682, -4.483, 6.759], [-3.011, -4.278, 5.568], [-5.029, -4.778, 7.478], [-4.589, -3.866, 8.895], [-3.734, -5.338, 8.490], [-0.532, -0.943, 6.928], [-1.831, -1.485, 7.729], [2.355, -0.250, 7.721], [1.817, 1.187, 7.916], [1.498, 1.837, 6.559], [2.614, 2.416, 5.901], [2.114, 3.248, 4.827], [0.514, 1.093, 8.558], [3.307, -0.136, 7.114], [1.626, -0.814, 7.098], [2.590, -0.704, 8.665], [2.501, 1.721, 8.592], [0.652, 2.562, 6.589], [1.146, 1.034, 5.896], [1.351, 2.779, 4.228], [2.857, 3.590, 4.128], [1.577, 4.065, 5.365], [0.232, 2.004, 8.957], [0.604, 0.502, 9.340], [3.068, -5.214, 2.162], [1.680, -4.896, 1.663], [0.709, -5.550, 2.650], [0.721, -6.951, 2.478], [0.324, -7.372, 1.207], [1.550, -3.483, 1.714], [3.820, -4.674, 1.570], [3.302, -6.281, 2.140], [3.152, -4.928, 3.196], [1.640, -5.196, 0.583], [-0.261, -5.174, 2.522], [1.110, -5.410, 3.677], [-0.384, -8.211, 1.175], [1.179, -7.520, 0.469], [-0.212, -6.545, 0.759], [2.074, -2.954, 1.055], [0.633, -3.120, 1.692], [0.627, -0.105, 2.560], [-0.084, 0.517, 1.338], [0.826, 0.757, 0.112], [0.117, 1.054, -1.051], [0.867, 0.971, -2.320], [-1.233, -0.279, 0.942], [-0.182, -0.372, 3.247], [1.263, 0.629, 2.990], [1.138, -1.027, 2.295], [-0.444, 1.547, 1.597], [1.411, -0.222, -0.230], [1.466, 1.585, 0.460], [0.784, -0.045, -2.656], [1.888, 1.383, -2.332], [0.225, 1.538, -2.989], [-1.802, 0.219, 0.289], [-1.918, -0.580, 1.645]], "atomic_forces_ev_per_a": [[0.839, -0.662, 0.638], [0.558, -1.125, -0.022], [0.620, -0.777, 0.297], [2.213, 0.200, 0.453], [-1.727, 1.764, 0.481], [-1.411, 1.059, -0.703], [-0.376, -0.610, 0.851], [-0.406, -1.324, -1.755], [1.494, -0.751, 1.429], [-1.436, -1.033, -0.887], [-0.967, 1.260, 1.396], [-1.129, -0.443, -0.294], [-0.522, 0.195, -0.418], [0.521, 0.935, -0.486], [0.022, 0.496, 1.377], [-0.157, 0.238, -0.717], [-0.198, -0.777, -0.876], [-0.523, 0.135, -0.299], [0.301, -1.245, -0.462], [-0.030, 0.193, 0.152], [0.045, 0.406, 0.455], [0.206, 0.372, -0.466], [-0.271, -0.384, -0.538], [0.014, 0.431, -0.184], [1.371, -0.722, 0.116], [0.365, 0.814, 0.417], [-0.030, -0.357, -1.848], [-0.104, 0.323, 0.630], [-0.037, -0.048, -0.270], [0.905, 1.671, 1.532], [0.203, -0.105, -1.294], [0.359, -0.748, 1.729], [-1.150, 0.748, 0.295], [0.959, -0.290, 0.722], [0.181, 1.490, 1.158], [-0.301, -0.723, -1.138], [1.303, -0.052, 0.688], [-0.945, -0.257, -0.864], [-1.117, -0.672, 0.220], [0.259, -0.277, -0.346], [0.091, 0.972, -0.055], [-0.311, -0.483, 0.454], [0.194, -0.355, 0.252], [-0.303, -0.082, 0.459], [0.034, 0.121, -0.348], [0.288, -0.131, -1.343], [0.241, -0.784, -0.206], [-0.832, 0.110, -0.636], [-0.059, -0.551, -0.042], [-0.174, 0.515, -0.367], [0.216, 0.574, 0.263], [0.361, 0.625, 0.105], [-0.238, -0.105, 0.513], [0.304, -0.329, -0.175], [-0.585, -0.261, 0.235], [0.839, 0.366, 0.121], [0.320, 0.028, 0.339], [0.479, -0.069, -0.303], [-0.821, 0.372, -0.421], [0.506, 0.309, 0.089], [1.178, -0.304, -0.667], [0.139, 1.351, 0.484], [0.083, -1.831, 0.084], [-1.446, 0.573, -0.226], [0.598, -0.255, 0.237], [-0.439, 0.173, -1.989], [-0.679, -0.501, -0.854], [0.909, -0.339, -0.270], [0.181, 1.375, -0.453], [2.074, -1.809, 1.559], [-0.169, -0.407, -0.868], [0.301, -0.630, 0.801], [-0.324, -0.468, -0.240], [-0.888, 1.080, -0.173], [0.864, 0.238, 0.093], [0.144, 0.259, 0.910], [0.448, 0.365, 0.243], [0.017, -0.497, 0.334], [-0.757, 0.274, 0.039], [0.690, -0.238, -0.008], [0.190, -0.070, 0.878], [-0.231, 0.170, 0.334], [0.000, -0.459, 0.334], [-0.833, 1.773, -0.263], [0.148, -0.245, 0.455], [-1.065, -0.267, -1.351], [-0.776, -0.348, -0.295], [0.328, 0.129, 0.479], [0.085, 0.966, 0.235], [-0.827, -0.050, -0.119], [-1.110, -0.138, 0.221], [0.391, -1.350, 1.389], [-0.161, -0.030, -2.042], [1.027, -1.082, -1.144], [-1.426, 0.710, -0.697], [0.309, -0.004, 1.501], [-0.242, -1.013, -0.751], [-0.728, 0.730, 0.286], [1.081, -0.340, 0.576], [-0.181, 0.772, -0.701], [-0.796, 2.006, -0.165], [0.115, 0.017, 0.390], [0.064, 0.232, 0.132], [0.370, 0.197, 0.016], [0.726, 0.044, 0.438], [0.101, 0.317, 0.112], [-0.332, -0.027, 1.131], [-0.926, 0.342, 0.149], [1.150, -0.634, 0.108], [-0.231, -0.006, -0.224], [-0.382, 0.554, -0.333], [0.046, -0.380, 0.199], [-0.227, 0.193, -0.199], [-0.297, -0.135, 0.498], [0.903, 0.490, 0.450], [-0.529, -0.119, -0.791], [0.505, 0.125, -0.703], [-0.092, -0.503, -0.694], [0.003, -0.254, 0.597], [0.832, -0.559, 0.297], [0.544, 0.347, 1.227], [0.167, -0.245, 0.749], [1.159, -0.827, -1.167], [-0.137, -0.862, 0.348], [0.777, -0.043, 0.827], [-0.917, -0.009, -0.998], [-0.200, 1.738, 0.115], [0.595, -0.744, -0.519], [-1.704, 0.208, 1.144], [-0.373, 1.542, -0.608], [0.385, -1.681, -0.300], [-0.669, -0.046, -0.235], [0.078, 0.052, -0.687], [-0.417, -0.643, 0.624], [-0.232, 0.106, 0.688], [-0.384, -0.019, 0.070], [-0.347, 0.508, -0.790], [-0.512, 0.517, 0.426], [0.034, 0.279, 0.246], [0.083, -0.678, 0.224], [1.452, 0.362, -1.172], [0.279, -0.166, -0.225], [-0.077, -0.024, -0.185], [0.455, -1.044, -0.169], [-0.347, 0.115, 0.288], [0.965, -0.421, 0.694], [0.233, -0.060, -0.412], [-1.241, 1.557, 0.144], [0.301, 0.358, 0.172], [0.244, -0.329, -0.294], [-0.289, -0.426, -0.210], [-0.245, -0.360, 1.117], [1.862, -0.399, 0.644], [1.408, 0.067, -0.883], [0.318, -1.463, -0.995], [1.581, 0.267, 0.338], [-0.845, 1.645, -0.839], [-0.856, 0.087, -0.608], [-0.717, 1.261, -0.054], [-2.091, -1.038, 0.752], [0.868, -2.078, -0.874], [0.610, -0.640, -0.130], [0.154, 1.131, 0.783], [-0.398, -0.597, -0.037], [-0.210, 0.377, 0.206], [-1.190, -0.378, -0.545], [-0.502, 0.721, 0.294], [-0.279, -0.137, 0.081], [-0.123, 0.060, -0.363], [-0.596, 0.288, 0.560], [0.642, -0.802, -0.022], [0.102, 0.855, -0.615], [0.320, -0.510, 0.588], [0.516, -0.119, 0.013], [0.413, 0.109, -0.194], [0.340, 0.409, -0.333], [-0.225, 0.257, 0.359], [0.174, 0.272, -0.109], [-0.665, 0.722, 0.561], [-0.039, 0.641, 0.432], [-0.402, -1.343, -1.147], [-0.051, -0.463, 0.833], [1.237, -0.418, 0.810], [-0.093, 0.505, 0.860], [0.091, 1.399, -0.221], [0.339, -0.088, 0.795], [-0.209, 0.054, -0.179], [-0.788, 0.236, -0.912], [-0.520, 0.291, -1.006], [0.173, -0.091, 0.079], [-0.192, 1.316, -0.643], [-0.382, -0.322, 0.217], [0.145, 0.444, -1.132], [-0.503, -1.539, -1.020], [0.175, -0.691, 0.977], [-0.220, 0.473, 0.576], [0.061, -0.619, 0.983], [0.399, 1.631, 0.115], [0.218, 0.046, -0.220], [-0.069, -0.909, 0.207], [0.492, 0.672, -0.061], [-1.111, -0.163, -1.464], [1.696, 0.217, 0.676], [-0.526, 0.612, 1.039], [-1.067, 0.127, 0.755], [-2.136, 0.191, 2.213], [-0.175, -0.393, 0.049], [0.224, -0.298, -0.094], [-0.446, 0.089, 0.838], [0.040, 0.029, 0.074], [-0.301, -0.406, 0.016], [0.291, 0.181, -0.579], [0.283, 0.230, -0.476], [0.202, -0.222, -0.311], [0.847, 0.399, -0.432], [-0.039, -0.343, -0.830], [1.655, -1.025, -1.357], [0.649, 1.386, -1.945], [-0.153, -0.433, -0.366], [0.376, 0.014, -0.531], [-0.048, 0.356, -0.825], [-0.725, 0.368, 1.856], [-1.009, 1.210, -0.042], [-0.967, -0.383, 0.724], [0.553, 0.073, 0.721], [-0.036, -0.478, 0.375], [0.164, 0.336, -0.700], [0.469, -0.150, 0.524], [-0.209, -0.153, 0.198], [-0.399, -0.792, -0.223], [0.702, 0.135, 0.323], [0.496, 0.077, -0.792], [0.324, -0.435, -0.385], [-0.109, -1.045, 1.116], [0.908, -0.547, -0.561], [0.993, -0.084, -0.466], [2.039, -0.878, -0.340], [0.008, -1.057, 0.521], [0.279, 0.705, -1.694], [0.007, 1.321, 1.283], [-0.054, -0.106, 0.186], [-0.105, -0.030, -0.258], [0.115, 0.429, 0.425], [-0.593, -0.576, 0.883], [-1.681, 0.674, 0.024], [-0.565, 0.302, -0.637], [0.537, -0.105, 0.545], [-0.690, -0.285, 1.103], [-0.476, 0.206, -0.430], [0.733, 0.018, -0.575], [-1.321, -0.011, -0.186], [-1.467, -0.152, -1.290], [-0.592, 0.601, -0.243], [1.445, -2.541, -0.233], [-0.033, 1.032, -0.967], [-1.584, 0.516, 1.182], [-0.667, -1.180, 0.038], [0.316, 0.141, 0.228], [0.767, 0.374, 0.574], [0.286, 0.077, 0.009], [0.250, -0.500, 0.186], [-0.547, 1.680, 1.530], [0.385, -0.435, -0.619], [0.565, -0.693, -0.101], [-0.341, -0.231, 0.392], [0.239, 0.270, -0.154], [-0.044, 0.291, -0.774], [0.876, 0.452, 0.348]], "mulliken_charge": [-2.00, 2.09, -0.69, -1.06, -1.64, 1.70, 2.09, -0.75, -2.03, -1.94, -1.31, 0.46, 0.34, 0.29, -0.15, 0.40, 0.40, 0.51, 0.47, 0.40, 0.51, 0.39, 0.33, 0.24, 0.63, 0.45, -0.64, 0.31, 0.41, 0.11, -1.61, 2.25, -1.00, -1.05, -1.37, 1.80, 0.15, 2.30, -1.84, -1.64, -1.42, 0.52, 0.42, -0.11, -0.19, 0.64, 0.42, 0.54, 0.42, 0.43, 0.19, -0.11, 0.64, 0.49, -0.28, 0.52, -0.72, 0.85, -0.10, -0.58, -1.95, 1.57, -0.31, -0.67, -1.59, 1.48, 0.97, -0.64, -1.92, -1.58, 0.93, 0.33, 0.50, 0.40, 0.51, -0.61, 0.23, 0.43, 0.47, 0.45, 0.54, 0.26, 0.33, 0.21, 0.48, 0.35, -0.56, -0.44, -0.29, 0.25, -1.76, 1.97, -0.63, 0.87, -1.38, 1.83, 0.48, -0.50, -1.77, -1.99, -0.43, 0.49, 0.54, -0.10, -0.53, 0.50, -0.87, 0.03, 0.23, 0.45, 0.18, 0.49, 0.35, 0.40, 0.43, 0.38, -0.54, 0.61, -0.01, 0.37, -2.31, 1.78, -0.52, -0.35, -1.68, 1.96, 1.41, -0.68, -1.44, -2.37, -2.05, 0.17, 0.46, 0.63, 0.42, -0.40, 0.26, 0.59, 0.24, 0.20, 0.31, 0.43, 0.36, 0.50, 0.35, 0.36, 0.34, 0.57, 0.41, 0.31, -2.64, 2.68, -0.69, 2.09, -1.76, 1.96, -0.01, -0.49, -1.35, -2.15, -0.40, 0.52, 0.57, 0.26, -1.49, 1.24, 0.44, -1.67, 0.54, 0.13, 0.46, -0.29, 0.57, 0.36, 0.34, 0.50, 0.40, 0.50, -1.14, 0.38, -0.29, -0.45, -0.37, -0.50, 0.18, 0.38, 0.45, 0.17, 0.12, 0.22, 0.20, -0.92, -0.42, -0.64, -0.20, 0.52, 0.27, 0.55, 0.25, -0.13, -1.51, 1.39, -1.19, -0.24, -0.82, -0.56, 0.30, 0.65, -0.05, 0.00, 0.38, 0.44, 0.30, 0.25, 0.30, -0.10, 0.31, -1.15, -0.29, 0.97, -0.54, -0.58, -0.36, 0.33, 0.14, 0.46, 0.48, 0.00, -0.47, 0.05, 0.33, 0.37, 0.24, 0.16, -1.72, 1.91, -0.71, -0.46, 0.15, -0.19, 0.26, 0.37, 0.41, -0.42, 0.17, 0.29, 0.29, 0.19, -0.41, 0.07, -0.39, -0.57, 1.27, 0.03, 0.80, -0.82, 1.39, -0.47, 0.68, -0.20, -0.40, -0.58, -0.44, 0.14, 0.28, 0.00, -1.77, 0.16]}